Computed, not measured: a structure of composition C24H21N9O5S3Zr, with ωB97M-V/def2-TZVPD.

```
63
Properties=species:S:1:pos:R:3
Zr -0.16 -0.26 -0.43
S -5.62 -0.31 -5.95
N -5.77 -0.42 -4.36
C -4.55 -0.32 -3.85
C -4.21 -0.37 -2.45
C -5.15 -0.53 -1.43
C -4.71 -0.57 -0.13
C -3.35 -0.46 0.14
N -2.44 -0.29 -0.82
C -2.86 -0.25 -2.10
C -1.83 -0.07 -3.12
N -0.56 0.04 -2.69
C 0.41 0.23 -3.59
C 0.17 0.28 -4.95
C -1.13 0.14 -5.41
C -2.16 -0.04 -4.48
C -3.55 -0.17 -4.84
N -4.03 -0.15 -6.08
H -6.20 -0.62 -1.68
H -5.40 -0.70 0.70
H -2.98 -0.50 1.15
H 1.41 0.35 -3.20
H 0.99 0.44 -5.64
H -1.36 0.17 -6.46
O 2.38 0.03 4.40
C 1.56 -0.48 5.26
O 1.62 -0.69 6.44
C 0.49 -0.67 4.23
C -0.40 0.38 3.90
C -0.87 0.45 2.63
N -0.60 -0.50 1.70
C -0.04 -1.67 2.14
C 0.47 -1.81 3.39
C 0.08 -2.74 1.10
O 0.47 -3.85 1.29
O -0.21 -2.23 -0.11
H -0.62 1.16 4.62
H -1.46 1.29 2.29
H 0.93 -2.75 3.69
C 3.03 2.70 4.02
C 1.96 3.01 3.05
N 1.24 4.09 3.01
N 0.45 3.95 1.92
C 0.64 2.81 1.28
S -0.11 2.32 -0.18
N 1.60 2.19 1.99
N 2.06 0.90 1.71
H 3.06 3.50 4.76
H 4.00 2.66 3.51
H 2.86 1.74 4.50
H -0.18 4.69 1.66
H 3.01 0.99 1.34
H 2.10 0.37 2.61
C 4.24 -0.92 -1.89
S 2.70 -1.75 -1.57
C 3.20 -2.81 -0.23
O 1.85 -0.61 -0.90
H 4.93 -1.66 -2.30
H 4.64 -0.49 -0.97
H 4.06 -0.14 -2.64
H 3.97 -3.46 -0.64
H 2.35 -3.41 0.08
H 3.59 -2.21 0.59
```

Properties
E_HOMO ... -0.50895 hartree
Energy above the lowest of the compared OMol25 structures with the same formula, charge and spin ... 5.8 kcal/mol
Total charge ... +2
LUMO level ... -7.157 eV
Calculated total energy ... -82653.7460 eV

Atomic partial charges in e from the Löwdin method, atoms 1 to 5:
1 Zr 1.641
2 S 1.118
3 N -0.188
4 C -0.298
5 C -0.054